<one>
The following is a quantum chemistry calculation of a cluster of 2 separate species, C3H3IS in total, from the Open Molecules 2025 dataset.

Each line ends with the natural charge from an NBO analysis.
Cartesian coordinates (Å):
1 C 1.332 0.087 -1.745  -0.12
2 C 0.613 0.832 -1.100  -0.10
3 H -0.477 -3.046 2.094  0.10
4 I -0.907 -2.292 3.429  -0.10
5 H -0.262 2.462 0.036  0.22
6 H 2.064 -0.336 -2.416  0.25
7 C -0.448 1.399 -0.383  -0.37
8 S -1.914 0.894 0.085  0.12

## Properties
- E_LUMO (eV) = -1.1089
- net charge = 0
- 2S+1 = 1
- HOMO (eV) = -9.0
- SMILES = C#CC=S.I

---

<two>
The following is a quantum chemistry calculation of the molecule C3H3IS, from the Open Molecules 2025 dataset.

Each line ends with the natural charge from an NBO analysis.
Cartesian coordinates (Å):
1 H -0.099 0.273 1.453  0.24
2 I -2.550 -0.072 0.175  0.01
3 H 0.110 2.819 0.529  0.15
4 C 0.330 -0.883 -0.116  -0.08
5 C 0.785 -1.714 -0.851  -0.16
6 S 0.356 1.758 -0.385  0.07
7 C -0.260 0.311 0.437  -0.46
8 H 1.327 -2.493 -1.242  0.23

## Properties
- E_LUMO (eV) = -0.5656
- net charge = 0
- 2S+1 = 1
- HOMO (eV) = -9.3
- SMILES = C#C[C@@H](S)I

---

Relative energy table, unit hartree: <one> 0.0197; <two> 0.0000

---

<one>
The following is a quantum chemistry calculation of a cluster of 2 separate species, C4H3N2 in total, from the Open Molecules 2025 dataset.

Each line ends with the natural charge from an NBO analysis.
Cartesian coordinates (Å):
1 N 0.061 -0.202 0.003  -0.23
2 C 0.959 -0.773 -0.661  0.11
3 C -2.704 0.419 2.151  0.31
4 C -1.244 1.809 0.569  0.05
5 C -0.457 0.893 0.273  0.26
6 N -3.247 -0.143 2.961  -0.31
7 H 1.784 -0.089 -1.010  0.25
8 H -2.064 2.467 0.778  0.30
9 H 1.149 -1.815 -0.565  0.25

## Properties
- E_LUMO (spin up / spin down) (eV) = -8.6156 / -8.2465
- net charge = +1
- 2S+1 = 1
- HOMO (spin up / spin down) (eV) = -16.7 / -16.4

---

<two>
The following is a quantum chemistry calculation of a cluster of 2 separate species, C4H3N2 in total, from the Open Molecules 2025 dataset.

Each line ends with the natural charge from an NBO analysis.
Cartesian coordinates (Å):
1 C -0.907 0.455 -0.006  0.33
2 H 2.258 -0.501 -0.065  0.27
3 H -2.437 2.034 0.086  0.33
4 C 1.186 -0.823 -0.287  0.16
5 C -4.883 -0.157 -0.231  0.41
6 N 0.176 -0.187 0.093  -0.23
7 H 1.055 -1.791 -0.558  0.23
8 C -1.993 1.023 0.077  0.07
9 N -3.821 0.233 -0.044  -0.57

## Properties
- E_LUMO (spin up / spin down) (eV) = -8.2304 / -8.2320
- net charge = +1
- 2S+1 = 1
- HOMO (spin up / spin down) (eV) = -14.9 / -14.9

---

Relative energy table, unit hartree: <one> 0.0185; <two> 0.0000

---

<one>
The following is a quantum chemistry calculation of a structure of composition C2H3Cl2F, from the Open Molecules 2025 dataset.

Each line ends with the natural charge from an NBO analysis.
Cartesian coordinates (Å):
1 Cl 1.220 -1.610 0.199  -0.05
2 F -0.080 -0.062 1.556  -0.31
3 C -0.144 -0.507 0.372  0.28
4 Cl -1.506 -1.466 0.172  0.03
5 H -0.730 1.119 -1.218  0.25
6 C 0.054 0.648 -0.487  -0.68
7 H 0.962 0.484 -0.846  0.24
8 H 0.225 1.394 0.252  0.24

## Properties
- E_LUMO (eV) = 0.8806
- net charge = 0
- 2S+1 = 1
- HOMO (eV) = -10.9

---

<two>
The following is a quantum chemistry calculation of the molecule C2H3Cl2F, from the Open Molecules 2025 dataset.

Each line ends with the natural charge from an NBO analysis.
Cartesian coordinates (Å):
1 H 1.416 1.099 0.992  0.21
2 H -0.218 -0.451 1.445  0.18
3 Cl 1.252 -1.139 -0.093  -0.05
4 Cl -1.845 -0.256 -0.158  -0.01
5 F 0.814 1.549 -0.711  -0.39
6 C -0.161 -0.110 0.528  -0.15
7 C 0.450 1.287 0.674  0.00
8 H -0.171 2.066 1.028  0.20

## Properties
- E_LUMO (eV) = 0.4696
- net charge = 0
- 2S+1 = 1
- HOMO (eV) = -11.2
- SMILES = FCC(Cl)Cl

---

Relative energy table, unit hartree: <one> 0.0000; <two> 0.0027

---

<one>
The following is a quantum chemistry calculation of a structure of composition C2H4N2S3, from the Open Molecules 2025 dataset.

Each line ends with the natural charge from an NBO analysis.
Cartesian coordinates (Å):
1 C 0.475 0.800 -0.105  0.25
2 N 1.307 -0.329 0.215  -0.83
3 H 0.776 2.679 -0.179  0.36
4 N 1.135 1.802 0.040  -0.64
5 H 1.853 -1.974 -1.223  0.10
6 H -1.628 -0.899 1.145  0.25
7 H 2.147 -0.166 0.898  0.43
8 S 0.815 -1.808 -0.302  0.19
9 C -2.057 -0.183 0.325  -0.59
10 S -3.660 -0.481 -0.071  -0.02
11 S -1.162 0.558 -0.744  0.48

## Properties
- E_LUMO (eV) = -0.7036
- net charge = 0
- 2S+1 = 1
- HOMO (eV) = -8.9

---

<two>
The following is a quantum chemistry calculation of the molecule C2H4N2S3, from the Open Molecules 2025 dataset.

Each line ends with the natural charge from an NBO analysis.
Cartesian coordinates (Å):
1 S -2.105 -0.873 -1.103  -0.09
2 H 1.576 -1.914 0.764  0.42
3 N 1.056 -1.071 0.464  -0.79
4 C -1.919 0.476 -0.139  -0.08
5 H -0.628 1.766 0.912  0.42
6 S 0.657 1.142 -0.939  0.54
7 H -2.716 0.903 0.493  0.20
8 H 0.002 -1.130 0.620  0.42
9 S 3.181 -0.262 -0.824  -0.12
10 C 1.622 -0.173 -0.352  -0.13
11 N -0.725 1.136 0.103  -0.78

## Properties
- E_LUMO (eV) = -0.2515
- net charge = 0
- 2S+1 = 1
- HOMO (eV) = -8.7
- SMILES = NC(=S)SNC=S

---

Relative energy table, unit hartree: <one> 0.0856; <two> 0.0000

---

<one>
The following is a quantum chemistry calculation of a structure of composition C25H21ClCoN3O8, from the Open Molecules 2025 dataset.

Each line ends with the Mulliken spin population.
Cartesian coordinates (Å):
1 H 4.487 -2.162 0.165  0.00
2 C 0.077 4.377 -0.608  0.00
3 C -0.240 0.141 3.788  0.01
4 H 4.345 -3.806 -1.736  0.00
5 C 1.278 2.227 -0.701  0.00
6 H -4.770 -1.816 -0.354  0.00
7 C -2.420 -3.270 -2.303  0.00
8 C 0.650 0.414 6.417  0.00
9 H -1.254 1.328 6.800  0.00
10 H 1.646 -0.756 3.390  0.00
11 O 0.573 -0.099 -5.753  0.00
12 C 1.171 -2.665 -1.646  -0.01
13 H -2.269 -3.999 -3.087  0.00
14 C 1.025 -0.305 4.152  0.00
15 C -2.686 -1.379 -0.354  0.01
16 O -1.375 1.037 -0.931  -0.02
17 N -1.466 -1.628 -0.866  -0.03
18 C 1.468 -0.173 5.461  0.00
19 H -3.218 5.067 -0.733  0.00
20 O 0.919 -0.175 -3.418  0.01
21 Co -0.068 -0.292 -0.596  1.05
22 C -1.320 -2.582 -1.777  0.00
23 H -2.705 -0.615 0.415  0.00
24 C -2.382 3.124 -0.833  0.00
25 O 0.116 -0.441 1.529  0.03
26 O 1.356 0.991 -0.616  -0.01
27 C -1.060 5.134 -0.610  0.00
28 H 2.441 -0.838 0.716  0.00
29 C -0.613 0.867 6.057  0.00
30 Cl 0.462 -0.918 -4.580  0.00
31 H -3.332 2.613 -0.920  0.00
32 H 3.373 2.209 -0.997  0.00
33 C -3.807 -2.046 -0.787  0.00
34 H -0.013 -3.316 -3.147  0.00
35 C 3.477 -3.236 -1.427  0.00
36 C -1.214 2.299 -0.816  0.00
37 N -0.056 -2.929 -2.216  0.01
38 H 2.596 3.696 -1.589  0.00
39 H 2.823 3.449 0.147  0.00
40 H -1.008 6.211 -0.523  0.00
41 N 1.280 -1.736 -0.706  -0.03
42 O -1.908 0.344 2.119  0.00
43 C -0.744 -0.004 2.354  -0.01
44 C 2.601 2.948 -0.798  0.00
45 O 1.290 -2.106 -4.738  0.00
46 H 0.996 0.520 7.438  0.00
47 H 2.454 -0.529 5.738  0.00
48 H 1.034 4.873 -0.519  0.00
49 H 2.163 -4.127 -2.874  0.00
50 C 2.446 -1.592 -0.059  0.00
51 C -1.055 0.726 4.750  0.00
52 C -2.305 4.480 -0.728  0.00
53 O -0.908 -1.330 -4.380  0.00
54 H -2.037 1.062 4.442  0.00
55 H -4.533 -3.502 -2.204  0.00
56 C 2.277 -3.421 -2.063  0.00
57 C -3.668 -2.986 -1.808  0.00
58 C 0.044 2.965 -0.701  -0.01
59 C 3.565 -2.322 -0.374  0.00

## Properties
- E_LUMO (spin up / spin down) (eV) = 2.7500 / 2.7497
- expectation value of S² = 0.76
- net charge = -1
- 2S+1 = 2
- HOMO (spin up / spin down) (eV) = -5.1 / -5.2

---

<two>
The following is a quantum chemistry calculation of a structure of composition C25H21ClCoN3O8, from the Open Molecules 2025 dataset.

Each line ends with the Mulliken spin population.
Cartesian coordinates (Å):
1 O 0.895 -2.674 0.639  0.00
2 C 1.125 -1.454 -2.270  0.00
3 C -0.558 1.563 -2.166  0.00
4 H 0.888 -2.912 -4.505  0.00
5 N -2.695 1.381 0.680  0.00
6 C -0.008 -2.242 -2.663  0.00
7 C -3.090 -0.446 3.798  0.00
8 C 4.259 3.296 3.153  0.00
9 H 2.047 -0.978 -4.162  0.00
10 C 1.984 0.666 1.644  -0.02
11 C 2.481 4.435 2.002  0.00
12 C 3.714 2.077 2.780  0.00
13 O 0.891 0.742 0.968  0.00
14 O 1.073 -3.447 2.851  0.00
15 C -2.114 1.768 -0.515  0.00
16 O -1.295 -1.723 -0.705  -0.01
17 Cl 1.463 -3.707 1.490  0.01
18 C -2.416 0.438 1.661  -0.01
19 C -1.174 -2.316 -1.829  0.00
20 C -2.685 2.873 -1.165  0.00
21 C -1.240 -1.307 2.577  -0.01
22 N -1.070 1.117 -1.016  0.03
23 H -3.752 -0.440 4.654  0.00
24 H -1.843 -2.081 4.468  0.00
25 C -3.269 0.453 2.773  0.00
26 H -2.582 4.162 -2.869  0.00
27 H -3.536 3.374 -0.719  0.00
28 C 2.330 -1.348 -3.175  0.00
29 H 0.306 1.022 -2.521  0.00
30 C 0.004 -2.953 -3.882  0.00
31 H 2.807 -2.322 -3.290  0.00
32 H 3.033 -0.660 -2.711  0.00
33 C -2.041 -1.354 3.694  0.00
34 H -0.590 2.946 -3.799  0.00
35 C -2.265 -3.097 -2.292  0.00
36 H 1.036 3.155 1.033  0.00
37 Co -0.115 -0.614 0.130  1.02
38 O 1.199 -0.801 -1.220  -0.01
39 C 3.639 4.477 2.765  0.00
40 H -3.072 -4.344 -3.809  0.00
41 C -2.216 -3.762 -3.489  0.00
42 O 2.885 -3.709 1.365  0.00
43 N -1.413 -0.433 1.569  -0.01
44 C 2.550 2.028 2.020  0.00
45 O 2.574 -0.342 1.996  0.00
46 C 1.937 3.213 1.630  0.00
47 H -3.136 -3.154 -1.653  0.00
48 H -1.031 -4.236 -5.234  0.00
49 H 2.003 5.360 1.699  0.00
50 O 0.929 -4.978 1.072  0.00
51 C -2.156 3.310 -2.355  0.00
52 H 4.061 5.432 3.059  0.00
53 C -1.053 2.635 -2.873  0.00
54 H -4.068 1.185 2.812  0.00
55 H 5.164 3.328 3.747  0.00
56 C -1.070 -3.696 -4.296  0.00
57 H -3.481 1.954 0.924  0.00
58 H -0.407 -1.993 2.472  0.01
59 H 4.163 1.133 3.060  0.00

## Properties
- E_LUMO (spin up / spin down) (eV) = 2.2180 / 2.2169
- expectation value of S² = 0.75
- net charge = -1
- 2S+1 = 2
- HOMO (spin up / spin down) (eV) = -5.0 / -4.9

---

Relative energy table, unit hartree: <one> 0.0000; <two> 0.0360